No. 1
{"formula": "C3H12N2O2", "method": "ωB97M-V/def2-TZVPD", "symbols": ["N", "C", "N", "C", "C", "O", "H", "H", "H", "H", "H", "H", "H", "H", "H", "H", "O", "H", "H"], "positions_angstrom": [[-1.4615, 1.5490, 1.0735], [-0.7515, 1.6826, -0.2068], [0.7073, 1.6827, -0.1199], [1.2707, 0.3534, -0.0207], [0.9290, -0.6295, 1.1152], [-0.2542, -1.3933, 0.9457], [-2.4480, 1.6759, 0.9154], [-1.3477, 0.6058, 1.4238], [-0.9496, 0.7488, -0.8103], [-1.1503, 2.5043, -0.8105], [1.1193, 2.1984, 0.6597], [1.1014, -0.1579, -0.9626], [2.3584, 0.5176, 0.0578], [1.8069, -1.2936, 1.2554], [0.8723, 0.0546, 2.0274], [-0.2566, -1.5900, 0.0006], [-0.7010, -2.5646, -2.0334], [-0.4715, -3.3774, -1.5758], [-0.3735, -2.5667, -2.9346]], "atomic_forces_ev_per_a": [[0.464, 0.555, -0.127], [-0.039, -1.793, -0.448], [-0.372, -0.103, 0.689], [1.006, -0.461, -0.286], [0.701, 1.516, 1.189], [0.287, 0.500, -0.115], [-0.274, 0.120, 0.023], [0.008, -0.109, -0.038], [0.079, 0.880, 0.110], [0.224, 0.209, 0.506], [-0.802, 0.392, -0.256], [0.006, -0.199, -0.421], [-0.210, -0.211, -0.114], [-0.416, 0.193, -0.042], [-0.298, -1.288, -0.691], [-0.407, -0.202, -0.118], [-0.291, 0.553, 0.530], [0.147, -0.182, -0.453], [0.187, -0.370, 0.062]], "e_above_lowest_kcal_mol": 35.7, "homo_ev": -8.77, "smiles": "NCNCCO.O", "energy_ha": -381.45802}

***

No. 2
{"formula": "C3H12N2O2", "method": "ωB97M-V/def2-TZVPD", "symbols": ["C", "C", "N", "C", "N", "H", "H", "H", "H", "H", "H", "H", "H", "O", "H", "H", "O", "H", "H"], "positions_angstrom": [[1.0195, -2.0304, -0.3003], [0.0375, -1.0045, -0.8608], [-0.4073, -0.1014, 0.1650], [-0.5457, 1.1374, -0.0274], [-0.0081, 1.8826, -1.0577], [1.7711, -2.3441, -1.0222], [0.5646, -2.9734, 0.0035], [1.4980, -1.5724, 0.5635], [-0.8580, -1.4576, -1.2831], [0.5824, -0.4943, -1.6711], [-1.1775, 1.6767, 0.6659], [0.2773, 1.3777, -1.8767], [-0.0956, 2.8770, -1.0386], [4.0633, -0.1337, 1.0949], [3.5537, 0.0588, 0.2996], [4.0577, -1.1033, 1.1096], [-4.1688, 0.2135, 0.9533], [-4.2831, 0.3960, 0.0137], [-5.0505, 0.3876, 1.3131]], "atomic_forces_ev_per_a": [[-0.092, -0.447, 0.126], [0.983, 0.424, -0.241], [-1.162, -0.536, 0.371], [0.397, 0.002, -0.341], [-0.421, -0.559, 0.316], [0.139, 0.284, -0.176], [-0.290, 0.201, 0.287], [0.160, -0.168, 0.052], [0.051, -0.168, -0.140], [-0.179, -0.044, -0.184], [0.349, 0.387, 0.394], [0.159, 0.505, -0.137], [-0.075, 0.091, -0.333], [-0.099, -0.514, -0.240], [-0.002, 0.189, 0.079], [0.089, 0.330, 0.164], [-0.467, 0.180, -0.062], [0.175, -0.072, 0.021], [0.284, -0.087, 0.045]], "e_above_lowest_kcal_mol": 34.6, "homo_ev": -8.74, "smiles": "CC/N=C\\N.O.O", "energy_ha": -381.45978}

***

It is found that the orbital gap values, taken in the order of the records, are 9.308 9.481 eV.